Record 1
# C3H11N4O2

A 2-piece molecular cluster, C3H11N4O2 overall (ωB97M-V/def2-TZVPD, the Open Molecules 2025 dataset).

Computed properties:
Spin multiplicity: 3
ΔE to the lowest compared entry with this formula, charge and spin: 0.0 kJ/mol
Highest occupied orbital energy (alpha / beta): -10.41 / -13.60 eV
LUMO energy (alpha / beta): -0.1249 / -0.2411 hartree
Charge: +1

```
20
C3H11N4O2 ωB97M-V/def2-TZVPD
C -0.055 -1.672 -0.417
C -1.132 0.489 2.450
C -0.115 0.970 -1.110
N -0.433 0.290 -2.169
N -0.668 -0.653 0.349
N 1.094 1.092 -0.609
N -0.184 -0.151 1.374
O 1.230 1.338 0.618
O 2.244 0.446 -1.336
H -0.557 -1.638 -1.380
H 0.986 -1.561 -0.592
H -0.335 -2.647 0.055
H -1.682 -0.290 2.979
H -0.448 1.058 2.994
H -1.663 1.104 1.784
H -0.908 1.334 -0.594
H 0.265 0.059 -2.864
H -1.475 0.258 -2.523
H 0.779 -0.386 1.661
H 3.060 0.561 -0.668
```

***

Record 2
# C3H11N5

C3H11N5 as an isolated structure (ωB97M-V/def2-TZVPD, the Open Molecules 2025 dataset).

Computed properties:
ΔE to the lowest compared entry with this formula, charge and spin: 643.3 kJ/mol
Highest occupied orbital energy (alpha / beta): -6.96 / -6.96 eV
LUMO energy (alpha / beta): 0.0290 / 0.0290 hartree
Charge: 0

```
19
C3H11N5 ωB97M-V/def2-TZVPD
C -0.925 1.601 -1.258
N -1.801 -1.038 -0.684
N -0.521 -0.753 -1.224
N -0.065 0.471 -0.920
H -2.095 -1.964 -0.998
H -2.754 -0.804 -0.404
H -1.866 1.606 -0.698
H -1.162 1.520 -2.321
H -0.368 2.530 -1.133
C 1.772 0.731 1.080
N 0.475 0.098 0.830
C 0.413 -1.394 0.949
N 1.257 -2.229 0.526
H -0.339 0.476 1.322
H 2.001 -1.808 -0.026
H -0.362 -1.708 1.643
H 2.339 0.671 0.150
H 2.348 0.208 1.844
H 1.653 1.784 1.323
```

***

Record 3
# C3H11N6

A 2-piece molecular cluster, C3H11N6 overall (ωB97M-V/def2-TZVPD, the Open Molecules 2025 dataset).

Computed properties:
ΔE to the lowest compared entry with this formula, charge and spin: 184.7 kJ/mol
Highest occupied orbital energy: -12.85 eV
LUMO energy: -0.1296 hartree
Charge: +1

```
20
C3H11N6 ωB97M-V/def2-TZVPD
C 0.783 -1.806 -0.394
C 2.349 -0.095 0.201
C -1.939 1.032 -0.542
N 0.080 -2.450 0.281
N 3.674 0.224 0.034
N 1.509 0.499 0.927
N -1.982 -1.220 0.404
N -1.207 -0.168 -0.047
N 1.792 -1.116 -0.710
H -1.126 1.695 -0.934
H -2.555 0.655 -1.429
H -2.558 1.410 0.198
H -0.934 -2.354 0.556
H 3.989 0.950 0.653
H 4.330 -0.486 -0.040
H 1.823 1.347 1.379
H -0.490 0.010 0.650
H -2.728 -1.499 -0.202
H -2.499 -1.057 1.314
H 2.025 -1.024 -1.612
```

***

Record 4
# C3H11NO

A 2-piece molecular cluster, C3H11NO overall (ωB97M-V/def2-TZVPD, the Open Molecules 2025 dataset).

Computed properties:
SMILES string: CNC.CO
ΔE to the lowest compared entry with this formula, charge and spin: 110.2 kJ/mol
Highest occupied orbital energy: -9.40 eV
LUMO energy: 0.0342 hartree
Charge: 0

```
16
C3H11NO ωB97M-V/def2-TZVPD
C 1.233 0.263 -1.267
N 0.548 1.036 -0.238
C -0.860 1.293 -0.489
H 2.292 0.203 -1.019
H 1.155 0.718 -2.267
H 0.843 -0.751 -1.349
H 1.020 1.933 -0.236
H -1.247 2.021 0.217
H -1.003 1.707 -1.505
H -1.476 0.396 -0.523
C -0.635 -1.796 1.473
O 0.237 -0.731 1.847
H -0.019 -2.590 1.049
H -1.438 -1.447 0.822
H -1.116 -2.121 2.396
H 0.464 -0.132 1.090
```

***

Record 5
# C3H11NO

A 2-piece molecular cluster, C3H11NO overall (ωB97M-V/def2-TZVPD, the Open Molecules 2025 dataset).

Computed properties:
SMILES string: NCO.CC
ΔE to the lowest compared entry with this formula, charge and spin: 65.4 kJ/mol
Highest occupied orbital energy: -9.46 eV
LUMO energy: 0.0375 hartree
Charge: 0

```
16
C3H11NO ωB97M-V/def2-TZVPD
N 1.615 1.765 -2.279
C 1.377 0.755 -1.325
O 0.617 1.226 -0.206
H 2.323 2.435 -2.045
H 1.448 1.623 -3.258
H 0.864 -0.100 -1.752
H 2.314 0.436 -0.858
H -0.213 1.574 -0.552
C -1.767 -1.388 0.963
C -0.839 -1.022 2.114
H -1.613 -0.761 0.085
H -2.828 -1.322 1.222
H -1.583 -2.434 0.691
H -0.926 -1.736 2.929
H 0.202 -1.043 1.784
H -0.992 -0.006 2.488
```

***

Record 6
# C3H11NO

A 2-piece molecular cluster, C3H11NO overall (ωB97M-V/def2-TZVPD, the Open Molecules 2025 dataset).

Computed properties:
SMILES string: CC(C)N.O
ΔE to the lowest compared entry with this formula, charge and spin: 45.6 kJ/mol
Highest occupied orbital energy: -9.87 eV
LUMO energy: 0.0310 hartree
Charge: 0

```
16
C3H11NO ωB97M-V/def2-TZVPD
C -2.050 -0.096 -0.759
C -0.813 0.099 0.125
C -0.895 -0.634 1.475
N 0.353 -0.441 -0.612
H -3.022 0.149 -0.326
H -1.921 0.500 -1.657
H -2.086 -1.155 -1.009
H -0.658 1.162 0.301
H 0.041 -0.393 1.960
H -1.693 -0.127 2.039
H -1.342 -1.618 1.340
H 0.608 0.283 -1.298
H 0.080 -1.232 -1.195
O 3.128 0.927 -0.085
H 2.974 1.859 -0.264
H 2.241 0.530 -0.060
```

***

Record 7
# C3H11NO

A 2-piece molecular cluster, C3H11NO overall (ωB97M-V/def2-TZVPD, the Open Molecules 2025 dataset).

Computed properties:
SMILES string: CN(C)C.O
ΔE to the lowest compared entry with this formula, charge and spin: 182.5 kJ/mol
Highest occupied orbital energy: -9.00 eV
LUMO energy: 0.0357 hartree
Charge: 0

```
16
C3H11NO ωB97M-V/def2-TZVPD
C -0.975 0.394 -1.180
N -0.265 -0.412 -0.115
C 0.051 -1.752 -0.669
C 1.010 0.263 0.199
H -1.004 -0.055 -2.169
H -0.609 1.411 -1.345
H -1.913 0.569 -0.649
H 0.245 -2.366 0.200
H -0.854 -2.078 -1.189
H 0.808 -1.704 -1.453
H 1.105 1.327 0.013
H 1.899 -0.348 0.010
H 1.126 0.301 1.294
O -0.357 1.787 2.418
H -0.686 1.175 1.756
H 0.418 1.489 2.880
```

***

Record 8
# C3H11NO

A 2-piece molecular cluster, C3H11NO overall (ωB97M-V/def2-TZVPD, the Open Molecules 2025 dataset).

Computed properties:
SMILES string: NCO.CC
ΔE to the lowest compared entry with this formula, charge and spin: 101.4 kJ/mol
Highest occupied orbital energy: -9.69 eV
LUMO energy: 0.0347 hartree
Charge: 0

```
16
C3H11NO ωB97M-V/def2-TZVPD
N 1.891 1.724 -1.528
C 2.726 0.649 -1.010
O 3.668 1.116 -0.046
H 2.006 2.503 -0.888
H 2.129 2.055 -2.446
H 2.140 -0.113 -0.503
H 3.188 0.169 -1.880
H 3.652 2.069 -0.030
C -3.412 -1.081 1.096
C -1.923 -1.476 0.971
H -3.380 -0.265 1.831
H -4.098 -1.808 1.526
H -3.793 -0.729 0.142
H -1.572 -1.962 1.878
H -1.846 -2.263 0.212
H -1.377 -0.588 0.674
```

***

Record 9
# C3H11NO

A 2-piece molecular cluster, C3H11NO overall (ωB97M-V/def2-TZVPD, the Open Molecules 2025 dataset).

Computed properties:
SMILES string: CCOC.N
ΔE to the lowest compared entry with this formula, charge and spin: 208.3 kJ/mol
Highest occupied orbital energy: -9.63 eV
LUMO energy: 0.0323 hartree
Charge: 0

```
16
C3H11NO ωB97M-V/def2-TZVPD
C -0.133 0.628 1.942
C -0.336 1.211 0.526
O 0.445 0.517 -0.500
C 1.629 -0.370 -0.368
H -1.098 0.845 2.543
H 0.443 -0.373 1.919
H 0.751 1.134 2.475
H -0.030 2.255 0.459
H -1.431 1.150 0.218
H 1.363 -1.437 -0.381
H 2.175 -0.107 0.561
H 2.264 -0.204 -1.234
N -1.618 -1.612 -1.542
H -1.001 -1.187 -2.288
H -1.344 -2.620 -1.319
H -1.284 -1.121 -0.765
```

***

Record 10
# C3H11NO2

A 2-piece molecular cluster, C3H11NO2 overall (ωB97M-V/def2-TZVPD, the Open Molecules 2025 dataset).

Computed properties:
SMILES string: NCCCO.O
ΔE to the lowest compared entry with this formula, charge and spin: 165.3 kJ/mol
Highest occupied orbital energy: -8.93 eV
LUMO energy: 0.0257 hartree
Charge: 0

```
17
C3H11NO2 ωB97M-V/def2-TZVPD
N 0.158 -2.860 1.331
C 0.865 -1.885 0.425
C 0.246 -0.356 0.642
C 0.723 0.616 -0.419
O 0.204 2.014 -0.201
H -0.860 -3.097 1.356
H 0.569 -3.021 2.198
H 1.972 -2.030 0.521
H 0.640 -2.304 -0.520
H 0.455 -0.027 1.615
H -0.791 -0.428 0.751
H 0.409 0.339 -1.486
H 1.728 0.785 -0.396
H 0.728 2.534 0.439
O -1.916 2.104 -1.727
H -1.359 2.698 -1.117
H -1.917 1.376 -1.144
```

***

Record 11
# C3H11NO2

A 2-piece molecular cluster, C3H11NO2 overall (ωB97M-V/def2-TZVPD, the Open Molecules 2025 dataset).

Computed properties:
Spin multiplicity: 2
ΔE to the lowest compared entry with this formula, charge and spin: 104.5 kJ/mol
Highest occupied orbital energy (alpha / beta): -14.54 / -14.54 eV
LUMO energy (alpha / beta): -0.1366 / -0.3208 hartree
Charge: +1

```
17
C3H11NO2 ωB97M-V/def2-TZVPD
C -0.678 0.258 -0.754
O -1.865 -0.020 -1.492
C 0.056 -1.028 -0.398
C 1.311 -0.772 0.443
N -0.854 -1.845 0.329
H -0.012 0.893 -1.325
H -1.012 0.764 0.152
H -1.674 -0.629 -2.218
H 0.296 -1.584 -1.306
H 1.605 -1.586 1.111
H 1.242 0.082 1.118
H 2.176 -0.640 -0.213
H -0.977 -2.844 0.146
H -1.681 -1.386 0.721
H 0.805 2.940 1.833
H 1.862 2.460 0.822
O 1.729 3.031 1.587
```

***

Record 12
# C3H11NO2Si

A 2-piece molecular cluster, C3H11NO2Si overall (ωB97M-V/def2-TZVPD, the Open Molecules 2025 dataset).

Computed properties:
ΔE to the lowest compared entry with this formula, charge and spin: 478.6 kJ/mol
Highest occupied orbital energy: -9.36 eV
LUMO energy: -0.0195 hartree
Charge: 0

```
18
C3H11NO2Si ωB97M-V/def2-TZVPD
C 0.452 -1.182 2.398
C -0.890 1.693 0.141
C -0.831 -0.648 -2.183
N 1.477 -0.693 1.589
O 1.174 1.212 -1.621
O 0.574 -0.878 -0.136
Si 0.077 0.415 -0.876
H -0.246 -2.060 2.005
H 0.915 -1.339 3.404
H -0.225 -0.313 2.538
H -1.619 1.435 0.824
H -0.160 2.270 0.733
H -1.186 2.565 -0.551
H -0.742 -0.026 -3.107
H -0.437 -1.700 -2.073
H -1.833 -0.887 -1.820
H 2.237 -1.237 1.245
H 1.262 1.372 -2.510
```

***

no.,strongest force on any atom (eV/A)
1,5.68
2,7.39
3,4.37
4,1.48
5,0.95
6,2.71
7,2.91
8,1.92
9,2.43
10,3.60
11,1.56
12,6.31